# 1
Below is a structure of composition C6H5Cl4NOS, with properties calculated with the ωB97M-V functional and the def2-TZVPD basis.

For the HOMO-LUMO gap (alpha / beta), the calculation gives 7.426 / 7.425 eV. The value obtained for the total energy is -70762.2898 eV. As for the HOMO energy (alpha / beta): -0.3380 / -0.3380 Eh. The value obtained for the energy relative to the best compared isomer or geometry (same formula, charge and spin) is 78.6 kJ/mol. Its net charge is 0.

Cartesian coordinates (Å):
C: 1.236 -0.430 0.283
C: 2.322 0.423 0.202
C: 1.016 2.330 -0.069
C: -0.268 1.566 -0.115
C: -0.174 0.105 0.299
C: -1.732 -2.355 -0.035
N: 2.184 1.721 -0.030
O: -1.422 -0.288 -1.879
S: -1.708 -0.575 -0.484
Cl: 1.510 -2.073 0.579
Cl: 3.944 -0.130 0.049
Cl: 0.902 3.990 -0.267
Cl: -1.077 -0.294 2.334
H: -0.969 2.022 0.525
H: -0.639 1.563 -1.246
H: -1.212 -2.163 0.877
H: -1.158 -2.833 -0.795
H: -2.755 -2.578 -0.227

Mulliken atomic charge list, values in e, 5 entries:
1 C 0.5888
2 C 0.3001
3 C 0.4783
4 C -0.7886
5 C -0.4314

=====

# 2
Below is a cluster of 2 separate species, C2H4NO3 in total, with properties calculated with the ωB97M-V functional and the def2-TZVPD basis.

For the HOMO-LUMO gap, the calculation gives 7.604 eV. The value obtained for the total energy is -9767.9486 eV. As for the HOMO energy: -0.1204 Eh. The value obtained for the energy relative to the best compared isomer or geometry (same formula, charge and spin) is 565.5 kJ/mol. Its net charge is -1.

Cartesian coordinates (Å):
C: 1.993 -0.109 1.666
C: -0.979 -0.173 -1.788
N: -0.165 0.142 -0.799
O: 0.959 0.645 -1.188
O: 2.620 -1.001 2.154
O: -0.448 0.003 0.431
H: 2.406 0.339 0.627
H: -1.785 -0.654 -1.495
H: 0.904 0.133 2.057
H: -0.551 -0.305 -2.756

Mulliken atomic charge list, values in e, 5 entries:
1 C 0.0459
2 C -0.7004
3 N 0.7112
4 O -0.7303
5 O -0.4679

=====

# 3
Below is the molecule C12H25N3O3, with properties calculated with the ωB97M-V functional and the def2-TZVPD basis.

For the HOMO-LUMO gap, the calculation gives 9.699 eV. The SMILES is CC[C@H](C)[C@H](N)C(=O)N[C@@H](CCCCN)C(=O)O. The value obtained for the total energy is -23458.6247 eV. As for the HOMO energy: -0.3484 Eh. The value obtained for the energy relative to the best compared isomer or geometry (same formula, charge and spin) is 495.6 kJ/mol. Its net charge is 0.

Cartesian coordinates (Å):
C: 2.616 1.128 2.741
C: 1.437 1.213 1.681
C: 1.426 2.720 1.093
C: 2.008 3.828 1.899
C: 0.284 3.032 0.229
N: -0.773 3.862 0.791
C: -0.228 1.851 -0.567
O: -1.141 1.260 0.159
N: 0.380 1.224 -1.610
C: -0.122 -0.182 -1.967
C: 0.334 -1.253 -0.941
C: -0.276 -2.611 -1.408
C: -1.318 -3.179 -0.486
C: -1.541 -4.651 -0.709
N: -2.418 -5.238 0.345
C: -1.650 -0.311 -2.435
O: -2.056 -0.943 -3.317
O: -2.481 0.294 -1.604
H: 3.587 0.792 2.344
H: 2.137 0.486 3.546
H: 2.923 1.979 3.144
H: 1.558 0.423 0.972
H: 0.436 0.855 2.357
H: 2.087 2.725 0.234
H: 3.135 3.955 1.910
H: 1.534 4.089 2.849
H: 1.738 4.678 1.281
H: 0.754 3.560 -0.515
H: -1.392 3.239 1.342
H: -1.285 3.939 -0.113
H: 0.533 1.833 -2.420
H: 0.367 -0.527 -3.061
H: 1.377 -0.983 -0.926
H: -0.148 -0.964 -0.028
H: 0.515 -3.491 -1.589
H: -0.788 -2.583 -2.438
H: -1.005 -3.109 0.514
H: -2.311 -2.686 -0.516
H: -0.469 -4.971 -0.614
H: -1.915 -4.794 -1.794
H: -3.299 -4.895 0.164
H: -2.460 -6.259 0.251
H: -2.091 0.668 -0.789

Mulliken atomic charge list, values in e, 5 entries:
1 C -1.3280
2 C 0.1894
3 C 0.5022
4 C -1.9025
5 C -0.5670

=====

# 4
Below is a cluster of 11 separate species, C38H104O34P6 in total, with properties calculated with the ωB97M-V functional and the def2-TZVPD basis.

For the HOMO-LUMO gap, the calculation gives 9.871 eV. The SMILES is COP(=O)(OC)OC.COP(=O)(OC)OC.COP(=O)(OC)OC.COP(=O)(OC)OC.COP(=O)(OC)OC.COP(=O)(OC)OC.COCCOC.COCCOC.COCCOC.COCCOC.COCCOC. The value obtained for the total energy is -166448.2354 eV. As for the HOMO energy: -0.3485 Eh. The value obtained for the energy relative to the best compared isomer or geometry (same formula, charge and spin) is 0.0 kJ/mol. Its net charge is 0.

Cartesian coordinates (Å):
C: -7.282 2.867 -0.034
O: -7.735 1.832 0.886
P: -6.786 1.252 1.951
O: -7.395 0.360 2.911
O: -5.649 0.604 1.053
C: -4.589 -0.065 1.658
O: -6.123 2.532 2.594
C: -5.769 2.538 3.961
H: -8.061 2.892 -0.794
H: -6.344 2.613 -0.544
H: -7.190 3.854 0.417
H: -4.128 -0.653 0.868
H: -4.947 -0.751 2.450
H: -3.825 0.615 2.057
H: -5.097 3.404 4.074
H: -5.256 1.618 4.279
H: -6.700 2.613 4.554
C: -0.788 6.246 1.756
O: -0.061 6.229 0.475
P: 1.487 6.210 0.452
O: 2.027 6.450 -0.872
O: 1.924 7.237 1.521
C: 3.329 7.571 1.758
O: 1.898 4.889 1.159
C: 2.084 3.674 0.397
H: -1.804 6.164 1.417
H: -0.652 7.224 2.218
H: -0.581 5.398 2.393
H: 3.801 7.935 0.837
H: 3.834 6.704 2.190
H: 3.280 8.410 2.472
H: 3.144 3.639 0.108
H: 1.462 3.607 -0.518
H: 1.870 2.862 1.093
C: 1.176 -6.466 3.845
O: -0.225 -6.344 3.493
P: -0.700 -6.390 2.007
O: 0.336 -5.867 1.140
O: -1.185 -7.855 1.775
C: -0.273 -8.844 1.157
O: -2.080 -5.668 2.075
C: -2.111 -4.171 2.290
H: 1.514 -7.514 3.734
H: 1.209 -6.129 4.873
H: 1.793 -5.805 3.228
H: -0.944 -9.550 0.685
H: 0.290 -9.369 1.955
H: 0.360 -8.383 0.394
H: -3.039 -3.889 1.821
H: -1.265 -3.663 1.849
H: -2.149 -3.978 3.367
C: -0.859 4.930 -3.006
O: -0.015 3.781 -3.311
P: 0.787 3.814 -4.673
O: 0.243 4.600 -5.792
O: 2.230 4.160 -4.131
C: 2.622 5.534 -4.151
O: 0.962 2.288 -4.884
C: 0.830 1.768 -6.224
H: -0.997 4.827 -1.926
H: -1.815 4.773 -3.516
H: -0.389 5.888 -3.263
H: 2.284 6.072 -5.051
H: 3.708 5.461 -4.212
H: 2.360 6.018 -3.210
H: 1.569 2.185 -6.905
H: -0.178 1.940 -6.611
H: 1.060 0.701 -6.094
C: -0.787 -4.695 6.627
O: -0.686 -3.240 6.592
P: 0.574 -2.406 6.919
O: 1.652 -3.086 7.604
O: 1.004 -1.874 5.515
C: 2.380 -1.711 5.243
O: -0.091 -1.147 7.570
C: 0.664 -0.008 7.997
H: -1.742 -4.873 7.088
H: -0.012 -5.158 7.204
H: -0.790 -5.048 5.601
H: 2.757 -0.722 5.531
H: 2.446 -1.795 4.147
H: 3.014 -2.464 5.745
H: 1.442 -0.303 8.679
H: -0.087 0.634 8.478
H: 1.099 0.482 7.106
C: -2.935 1.429 -1.677
O: -3.877 1.165 -2.753
P: -3.909 -0.248 -3.441
O: -3.000 -1.288 -2.876
O: -5.430 -0.582 -3.387
C: -5.984 -1.105 -2.113
O: -3.769 0.026 -4.981
C: -3.856 -0.926 -5.985
H: -2.010 0.820 -1.704
H: -3.460 1.243 -0.706
H: -2.739 2.493 -1.788
H: -6.428 -0.308 -1.504
H: -5.215 -1.615 -1.541
H: -6.749 -1.819 -2.452
H: -4.115 -0.308 -6.867
H: -4.640 -1.675 -5.779
H: -2.892 -1.368 -6.207
C: 0.609 0.582 -2.186
O: -0.013 0.083 -1.029
C: -0.187 -1.340 -1.095
C: -1.070 -1.776 0.077
O: -0.540 -1.444 1.362
C: 0.740 -1.986 1.586
H: 0.027 0.415 -3.098
H: 1.579 0.093 -2.301
H: 0.794 1.650 -2.022
H: 0.835 -1.761 -1.152
H: -0.702 -1.582 -2.020
H: -1.178 -2.861 0.024
H: -2.103 -1.424 -0.039
H: 1.510 -1.436 1.050
H: 0.787 -3.047 1.311
H: 0.856 -1.789 2.667
C: 7.868 -0.936 2.795
O: 6.818 -1.481 3.603
C: 5.708 -1.908 2.848
C: 4.725 -0.881 2.335
O: 5.241 -0.274 1.150
C: 4.572 0.856 0.607
H: 7.505 -0.079 2.204
H: 8.281 -1.700 2.123
H: 8.627 -0.630 3.531
H: 5.116 -2.554 3.512
H: 6.033 -2.487 1.983
H: 4.538 -0.100 3.094
H: 3.751 -1.347 2.127
H: 5.222 1.077 -0.223
H: 4.589 1.707 1.318
H: 3.563 0.582 0.258
C: 4.289 1.080 -3.175
O: 5.548 1.687 -3.379
C: 5.658 2.742 -4.327
C: 4.964 2.577 -5.736
O: 5.605 1.548 -6.483
C: 5.040 1.248 -7.723
H: 3.515 1.871 -3.153
H: 4.309 0.504 -2.228
H: 4.017 0.359 -3.965
H: 6.703 3.032 -4.444
H: 5.138 3.616 -3.904
H: 5.051 3.581 -6.155
H: 3.899 2.345 -5.653
H: 4.813 2.144 -8.326
H: 4.118 0.647 -7.625
H: 5.771 0.633 -8.266
C: -1.299 2.505 1.472
O: -0.798 3.024 2.705
C: -1.487 2.716 3.904
C: -1.263 1.323 4.488
O: -2.188 0.461 3.874
C: -2.219 -0.861 4.348
H: -2.319 2.883 1.284
H: -1.378 1.418 1.490
H: -0.630 2.827 0.679
H: -2.573 2.956 3.839
H: -1.008 3.428 4.585
H: -1.527 1.396 5.556
H: -0.207 0.999 4.376
H: -2.488 -0.894 5.417
H: -1.252 -1.366 4.221
H: -3.007 -1.331 3.743
C: 0.678 -4.577 -2.342
O: 0.002 -3.997 -3.434
C: -1.399 -4.250 -3.356
C: -2.076 -3.890 -4.700
O: -1.805 -4.857 -5.663
C: -2.185 -4.528 -6.966
H: 1.741 -4.385 -2.527
H: 0.567 -5.682 -2.292
H: 0.402 -4.149 -1.361
H: -1.802 -3.634 -2.505
H: -1.617 -5.335 -3.217
H: -1.754 -2.868 -4.923
H: -3.151 -3.824 -4.493
H: -3.255 -4.276 -6.975
H: -1.938 -5.384 -7.597
H: -1.619 -3.630 -7.295

Mulliken atomic charge list, values in e, 5 entries:
1 C -0.4182
2 O -0.3331
3 P 0.5204
4 O -0.7880
5 O 0.4074

=====

# 5
Below is a cluster of 2 separate species, C3H4OS in total, with properties calculated with the ωB97M-V functional and the def2-TZVPD basis.

For the HOMO-LUMO gap, the calculation gives 8.057 eV. The value obtained for the total energy is -16052.7135 eV. As for the HOMO energy: -0.3442 Eh. The value obtained for the energy relative to the best compared isomer or geometry (same formula, charge and spin) is 520.7 kJ/mol. Its net charge is 0.

Cartesian coordinates (Å):
C: 0.365 -0.527 -0.170
C: 1.527 -0.766 -0.077
C: -1.089 -0.395 -0.136
O: 4.109 0.755 0.677
S: 3.932 -0.406 -0.410
H: -1.156 0.274 0.725
H: -1.549 -1.287 0.206
H: -1.625 0.158 -0.780
H: 4.635 0.400 1.457

Mulliken atomic charge list, values in e, 5 entries:
1 C -0.2718
2 C 0.2513
3 C -1.0818
4 O -0.3845
5 S 0.1898

=====

# 6
Below is a cluster of 2 separate species, C6H13IOS in total, with properties calculated with the ωB97M-V functional and the def2-TZVPD basis.

For the HOMO-LUMO gap (alpha / beta), the calculation gives 8.190 / 7.409 eV. The value obtained for the total energy is -27412.6356 eV. As for the HOMO energy (alpha / beta): -0.3074 / -0.2904 Eh. The value obtained for the energy relative to the best compared isomer or geometry (same formula, charge and spin) is 108.9 kJ/mol. Its net charge is 0.

Cartesian coordinates (Å):
C: 0.401 -2.196 -0.111
C: 0.540 -0.375 -1.746
C: 1.552 0.034 0.540
C: -0.602 3.256 1.421
C: -0.937 -0.077 0.349
C: 0.364 -0.676 -0.238
O: -2.241 2.822 -0.636
S: -0.848 2.597 -0.269
I: -2.840 -0.626 -0.227
H: 1.460 -2.418 -0.238
H: -0.120 -2.788 -0.818
H: 0.138 -2.481 0.915
H: 0.974 -1.225 -2.208
H: 1.082 0.577 -1.761
H: -0.406 -0.164 -2.158
H: 1.792 -0.305 1.489
H: 1.315 1.027 0.445
H: 2.401 -0.046 -0.152
H: -0.996 2.548 2.173
H: -0.551 4.297 1.648
H: 0.514 3.019 1.423
H: -0.965 0.119 1.461

Mulliken atomic charge list, values in e, 5 entries:
1 C -1.9402
2 C -1.4982
3 C -1.8038
4 C -0.8211
5 C -1.3214

=====

# 7
Below is the molecule C8H6N2O2, with properties calculated with the ωB97M-V functional and the def2-TZVPD basis.

For the HOMO-LUMO gap, the calculation gives 9.405 eV. The SMILES is Oc1ccccc1-c1nnco1. The value obtained for the total energy is -15465.8743 eV. As for the HOMO energy: -0.3332 Eh. The value obtained for the energy relative to the best compared isomer or geometry (same formula, charge and spin) is 320.1 kJ/mol. Its net charge is 0.

Cartesian coordinates (Å):
O: -1.184 -1.166 1.444
C: -0.098 -0.279 1.231
C: 0.547 0.425 2.178
C: 1.422 1.501 1.847
C: 1.621 1.839 0.530
C: 0.798 1.187 -0.426
C: 0.072 0.041 -0.138
C: -0.606 -0.565 -1.378
N: -0.300 -0.351 -2.649
N: -1.055 -1.201 -3.403
C: -1.880 -1.831 -2.577
O: -1.648 -1.432 -1.292
H: -0.978 -1.555 2.447
H: 0.530 0.182 3.230
H: 2.095 1.791 2.773
H: 2.488 2.521 0.506
H: 0.969 1.345 -1.542
H: -2.792 -2.453 -2.779

Mulliken atomic charge list, values in e, 5 entries:
1 O -0.5139
2 C 0.8082
3 C -0.5910
4 C -0.2645
5 C -0.4994

=====

# 8
Below is the molecule C5H8, with properties calculated with the ωB97M-V functional and the def2-TZVPD basis.

For the HOMO-LUMO gap, the calculation gives 8.393 eV. The value obtained for the total energy is -5309.0170 eV. As for the HOMO energy: -0.2690 Eh. The value obtained for the energy relative to the best compared isomer or geometry (same formula, charge and spin) is 496.9 kJ/mol. Its net charge is 0.

Cartesian coordinates (Å):
C: -1.798 -0.094 -0.661
C: -1.396 0.834 0.240
C: -0.472 -0.676 0.165
C: 0.920 -0.027 0.493
C: 1.908 -0.041 -0.384
H: -1.613 -0.099 -1.728
H: -0.668 1.642 0.106
H: -1.777 0.782 1.260
H: -0.733 -1.214 1.067
H: -0.106 -1.345 -0.561
H: 1.106 0.295 1.513
H: 2.884 0.339 -0.113
H: 1.745 -0.398 -1.395

Mulliken atomic charge list, values in e, 5 entries:
1 C -0.5065
2 C -0.3141
3 C -0.5736
4 C -0.2047
5 C -0.7393